Entry 1:
Formula: C21H41Cl6N3O9
Source: the OMol25 dataset
Level of theory: ωB97M-V with the def2-TZVPD basis set

Its total charge is 0. The calculation puts the relative energy (zero: lowest compared OMol25 entry of this formula, charge and spin) at 339.9 kJ/mol. The HOMO energy is -9.5 eV. The calculation puts the lowest unoccupied orbital energy at 0.2 eV. The energy comes out at -120473.1967 eV. For the HOMO-LUMO gap, the calculation gives 9.745 eV. The molar mass is 692.289 u. The SMILES is O=C1OCCO1.O=C1OCCO1.CNC(C)=O.CNC(C)=O.CNC(C)=O.ClCCCl.ClCCCl.ClCCCl.

Geometry as XYZ:
```
80
Properties=species:S:1:pos:R:3:forces:R:3:lowdin_charge:R:1
C 5.059 2.280 0.878 0.0 -2.0 -1.0 -0.18
C 4.761 3.605 0.285 -0.3 -0.3 0.0 -0.08
O 4.112 4.273 1.408 -0.4 1.7 -2.8 0.08
C 4.459 3.682 2.534 1.0 0.7 1.5 -0.58
O 4.496 4.218 3.618 -0.5 -1.2 -1.4 0.15
O 4.848 2.451 2.217 1.1 -0.7 3.5 0.08
H 6.080 2.009 0.611 0.2 -0.3 0.5 0.13
H 4.398 1.444 0.648 -0.1 0.2 -0.8 0.11
H 4.178 3.402 -0.613 -0.6 1.0 0.2 0.13
H 5.720 4.036 -0.004 -0.4 0.9 0.2 0.13
C 0.732 -0.041 -1.642 -2.4 -2.4 -4.2 -0.20
C -0.316 -0.596 -0.752 -0.3 0.8 1.0 -0.17
O 0.458 -0.774 0.401 1.5 0.5 3.4 -0.04
C 1.487 0.102 0.423 2.8 -0.1 1.9 -0.49
O 2.287 0.417 1.330 -3.4 -1.3 -2.9 0.10
O 1.662 0.490 -0.858 2.5 2.4 2.0 0.08
H 0.293 0.658 -2.354 0.3 0.1 0.0 0.13
H 1.083 -0.914 -2.193 0.8 0.2 -0.5 0.14
H -0.707 -1.604 -0.890 -0.6 0.7 -0.9 0.08
H -0.976 0.241 -0.527 -1.0 -0.7 0.0 0.12
C -0.434 -0.581 7.480 1.7 0.4 0.0 0.00
C -0.403 -0.890 5.973 0.3 0.8 2.4 -0.58
O -1.416 -0.714 5.377 -2.4 0.2 -2.2 0.05
N 0.740 -1.261 5.406 2.3 -0.5 1.1 0.01
C 1.062 -1.377 4.021 -1.5 0.6 -1.4 -0.07
H 0.029 0.381 7.701 -0.6 0.9 -0.8 0.08
H 0.356 -1.067 8.052 -0.6 -1.3 0.2 0.07
H -1.444 -0.568 7.888 0.3 -0.4 -0.1 0.08
H 1.564 -1.278 5.990 -0.4 0.0 0.2 0.14
H 0.583 -0.577 3.457 0.5 0.7 0.1 0.04
H 0.523 -2.174 3.510 0.6 -0.9 0.4 0.05
H 2.141 -1.354 3.872 -0.3 -0.2 -0.1 0.10
C -0.472 2.442 -6.391 0.2 -0.4 -2.2 -0.01
C 0.194 3.531 -5.613 -0.4 2.1 -2.3 -0.56
O 0.417 4.690 -6.042 -0.1 -2.6 1.0 0.02
N 0.397 3.070 -4.406 1.6 0.0 4.1 0.02
C 1.031 3.819 -3.304 0.3 1.2 0.0 -0.05
H -1.154 2.945 -7.077 -0.6 -0.5 0.3 0.09
H -0.792 1.541 -5.867 -1.0 0.6 0.6 0.07
H 0.187 1.891 -7.061 0.8 0.7 -0.3 0.09
H -0.053 2.191 -4.193 0.3 0.2 0.1 0.11
H 0.344 4.294 -2.603 -0.5 -0.2 -0.2 0.07
H 1.619 4.663 -3.665 -0.4 0.0 -0.8 0.08
H 1.790 3.369 -2.665 -0.3 -1.3 -0.4 0.07
C -3.046 -1.751 -6.235 0.2 -0.6 0.0 0.00
C -2.261 -2.014 -4.948 0.3 3.2 0.1 -0.58
O -1.734 -1.079 -4.347 0.2 0.2 -0.1 0.00
N -2.223 -3.229 -4.486 -0.2 -3.4 -0.1 0.01
C -1.537 -3.851 -3.340 -0.5 0.3 -0.2 -0.03
H -3.789 -2.526 -6.423 -0.3 0.1 0.2 0.07
H -2.392 -1.803 -7.105 0.3 0.2 0.1 0.08
H -3.504 -0.762 -6.201 0.1 -0.2 0.1 0.08
H -2.658 -3.896 -5.107 0.0 -0.1 0.3 0.13
H -2.141 -4.729 -3.114 0.1 0.1 0.4 0.09
H -1.490 -3.190 -2.474 -0.2 0.0 -0.2 0.07
H -0.532 -4.215 -3.555 0.1 0.3 -0.3 0.08
Cl -1.496 -6.886 0.419 -1.0 -0.2 -0.7 0.56
C -0.186 -6.219 1.368 0.5 0.6 -0.9 -0.68
C -0.498 -4.902 2.038 0.1 -1.7 1.6 -0.69
Cl -0.284 -3.498 1.067 -0.3 0.7 -1.0 0.70
H 0.571 -5.928 0.641 0.5 -0.9 0.2 0.05
H 0.059 -7.044 2.037 0.5 0.6 0.2 0.07
H 0.299 -4.801 2.775 -0.4 0.0 0.5 0.07
H -1.485 -4.991 2.491 0.1 0.7 0.1 0.06
Cl -0.596 1.886 2.532 -0.5 -0.6 0.8 0.68
C -0.145 3.117 1.403 0.8 1.8 -0.7 -0.68
C -1.135 4.331 1.342 0.7 -1.5 -0.5 -0.63
Cl -1.007 5.310 2.822 -0.3 -0.2 -0.3 0.56
H 0.072 2.638 0.448 -0.7 0.1 -0.3 0.05
H 0.847 3.472 1.680 -0.1 0.2 0.3 0.06
H -2.127 3.914 1.168 -0.2 0.3 0.6 0.07
H -0.931 4.966 0.480 0.3 0.0 0.2 0.06
Cl -3.605 -2.907 3.379 0.1 0.6 -0.4 0.52
C -3.667 -1.156 2.909 0.8 0.6 -0.3 -0.60
C -2.704 -0.778 1.748 0.3 -0.3 2.0 -0.73
Cl -3.329 -1.332 0.261 -0.8 -0.8 -1.9 0.63
H -3.342 -0.600 3.788 -0.2 -0.1 0.1 0.05
H -4.698 -0.950 2.620 0.1 0.0 0.2 0.06
H -1.738 -1.248 1.935 0.0 -0.1 0.0 0.02
H -2.492 0.284 1.626 -0.5 0.0 0.5 0.02
```
Forces are in eV/Å.


Entry 2:
Formula: C21H41Li5O12P
Source: the OMol25 dataset
Level of theory: ωB97M-V with the def2-TZVPD basis set

Its total charge is +1. The calculation puts the relative energy (zero: lowest compared OMol25 entry of this formula, charge and spin) at 150.3 kJ/mol. The HOMO energy is -11.2 eV. The calculation puts the lowest unoccupied orbital energy at -3.4 eV. The energy comes out at -57333.3163 eV. For the HOMO-LUMO gap, the calculation gives 7.808 eV. The molar mass is 551.226 u.

Geometry as XYZ:
```
80
Properties=species:S:1:pos:R:3:forces:R:3:lowdin_charge:R:1
Li -1.173 -2.159 0.866 -0.7 0.8 -0.1 0.69
Li 1.388 -2.631 2.249 0.4 0.9 -0.1 0.79
Li 1.104 0.626 1.924 0.1 1.1 1.3 0.64
Li 1.096 -3.129 -0.954 0.5 0.3 -0.4 0.70
Li 3.328 -0.666 0.695 0.5 0.4 0.9 0.73
P 1.075 -1.106 0.288 -1.3 0.2 -0.7 -0.19
O 0.049 -1.642 -0.707 0.0 -0.2 -1.0 -0.43
O 1.692 0.269 0.213 0.7 -0.1 -1.5 -0.40
O 2.150 -2.202 0.462 1.0 -1.1 0.2 -0.52
O 0.312 -1.139 1.593 -1.3 -0.6 3.0 -0.51
O 3.926 0.491 4.687 -0.2 -0.2 -0.4 0.11
C 2.980 0.378 3.716 -1.3 1.1 0.4 -0.81
O 1.851 0.877 3.950 0.1 -0.3 -0.1 -0.05
O 3.264 -0.167 2.632 0.9 -1.1 -1.0 -0.12
H 3.471 0.992 5.379 0.2 -0.1 0.0 0.12
C -1.536 3.172 0.478 0.0 0.0 0.1 -0.14
C -2.017 3.444 1.904 0.0 0.5 0.4 -0.16
C -0.918 2.938 2.824 1.7 -0.4 -1.2 -0.13
O 0.225 2.693 1.926 0.2 -0.4 0.4 -0.20
C -0.010 3.263 0.659 -0.5 -0.4 -1.0 -0.21
H -1.949 3.913 -0.206 0.1 0.0 -0.1 0.11
H -1.890 2.198 0.128 0.4 -0.1 0.0 0.10
H -2.971 2.996 2.182 -0.1 0.2 -0.2 0.11
H -2.061 4.532 1.989 -0.4 -0.1 0.3 0.12
H -1.057 1.942 3.236 -0.5 0.3 0.5 0.09
H -0.532 3.653 3.549 -0.5 -0.1 0.3 0.13
H 0.542 2.662 -0.067 -0.1 0.0 0.0 0.10
H 0.379 4.279 0.538 -0.2 0.1 0.4 0.12
C 3.353 -1.857 -4.303 -1.1 0.6 -0.1 -0.14
C 3.993 -3.163 -3.875 -0.3 0.2 0.0 -0.14
C 2.931 -3.713 -2.939 0.5 -1.3 -0.2 -0.21
O 2.383 -2.593 -2.266 -0.2 0.0 -0.2 -0.26
C 2.366 -1.461 -3.170 0.6 0.0 -0.1 -0.14
H 2.688 -2.045 -5.149 0.4 0.0 -0.3 0.12
H 4.059 -1.076 -4.573 0.0 0.0 0.1 0.12
H 4.915 -3.021 -3.311 0.0 0.1 -0.1 0.12
H 4.190 -3.759 -4.763 0.1 -0.3 0.2 0.12
H 3.392 -4.412 -2.231 -0.1 0.4 0.3 0.13
H 2.149 -4.314 -3.423 0.0 0.4 -0.4 0.13
H 2.632 -0.555 -2.625 0.2 -0.2 0.2 0.12
H 1.362 -1.274 -3.552 -0.1 -0.3 0.0 0.12
C -3.160 -0.278 4.384 -0.9 -0.4 -0.3 -0.13
C -4.108 -1.476 4.117 0.0 -0.3 0.1 -0.13
C -3.484 -2.253 2.938 -0.2 0.5 0.6 -0.18
O -2.153 -1.725 2.801 -0.4 -0.8 -0.4 -0.23
C -2.140 -0.358 3.269 0.4 -1.0 0.2 -0.19
H -2.757 -0.423 5.382 0.4 0.4 -0.1 0.12
H -3.712 0.659 4.332 0.1 0.1 0.2 0.11
H -5.137 -1.173 3.931 0.1 0.0 -0.2 0.11
H -4.131 -2.098 5.010 -0.1 -0.1 -0.1 0.11
H -4.064 -2.135 2.019 0.1 0.2 -0.1 0.11
H -3.402 -3.319 3.148 0.1 0.0 0.0 0.12
H -2.400 0.256 2.403 0.3 0.4 0.2 0.13
H -1.128 -0.248 3.655 0.0 0.6 -0.4 0.12
C -4.078 -2.186 -2.355 0.6 0.9 -1.4 -0.15
C -4.678 -3.292 -1.518 -0.3 -0.4 -0.4 -0.15
C -3.513 -3.762 -0.679 0.0 0.0 0.5 -0.18
O -2.764 -2.562 -0.413 0.2 -0.2 0.7 -0.24
C -2.927 -1.634 -1.504 -0.2 0.2 -0.1 -0.18
H -4.779 -1.428 -2.713 -0.2 0.1 0.7 0.12
H -3.613 -2.424 -3.319 -0.2 -1.0 0.2 0.12
H -5.157 -4.115 -2.050 0.2 0.1 -0.3 0.12
H -5.469 -2.857 -0.906 0.2 -0.1 0.3 0.12
H -2.844 -4.506 -1.124 -0.2 0.1 -0.6 0.12
H -3.844 -4.233 0.250 0.1 0.4 0.2 0.12
H -1.999 -1.576 -2.070 0.0 -0.1 0.1 0.10
H -3.105 -0.635 -1.099 -0.1 -0.1 0.2 0.13
C 3.936 3.824 -2.123 0.9 -0.2 0.1 -0.17
C 2.855 3.820 -3.183 -0.4 0.4 -0.5 -0.16
C 1.762 4.681 -2.508 -0.4 -0.6 -0.6 -0.19
O 2.115 4.773 -1.132 -0.3 0.3 0.2 -0.14
C 3.100 3.794 -0.864 0.9 -0.2 0.7 -0.22
H 4.511 4.755 -2.127 -0.4 0.3 -0.1 0.12
H 4.753 3.099 -2.181 -0.6 -0.5 -0.1 0.11
H 2.443 2.833 -3.404 0.3 -0.1 0.1 0.10
H 3.145 4.275 -4.130 0.2 -0.1 0.0 0.11
H 0.766 4.233 -2.607 0.1 -0.3 0.1 0.11
H 1.649 5.632 -3.033 0.4 0.4 0.7 0.12
H 2.702 2.807 -0.586 -0.4 0.0 -0.7 0.10
H 3.682 4.026 0.034 -0.2 0.7 -0.1 0.13
```
Forces are in eV/Å.


Entry 3:
Formula: C21H42As3KO2
Source: the OMol25 dataset
Level of theory: ωB97M-V with the def2-TZVPD basis set

Its total charge is 0. The calculation puts the relative energy (zero: lowest compared OMol25 entry of this formula, charge and spin) at 31.0 kJ/mol. The HOMO energy (spin up / spin down) is -5.3 / -5.8 eV. The calculation puts the lowest unoccupied orbital energy (spin up / spin down) at -0.4 / -1.2 eV. The energy comes out at -225386.0643 eV. For the HOMO-LUMO gap (spin up / spin down), the calculation gives 4.908 / 4.578 eV. The molar mass is 590.429 u.

Geometry as XYZ:
```
69
Properties=species:S:1:pos:R:3:forces:R:3:lowdin_charge:R:1
K -2.021 1.713 -1.842 0.1 0.0 -0.4 0.77
C -3.590 4.790 -0.216 1.7 0.6 0.2 -0.18
C -3.741 4.226 1.096 0.5 -0.1 0.3 -0.24
C -2.522 4.282 1.753 -1.8 0.3 -0.6 -0.20
C -1.620 5.042 0.869 -0.2 0.1 -0.4 -0.18
C -2.215 5.177 -0.389 -0.4 -0.3 0.8 -0.24
C -1.612 5.680 -1.665 -0.5 0.6 0.0 -0.04
C -0.425 5.765 1.400 1.3 -1.1 -0.7 -0.04
C -2.195 3.833 3.135 1.2 -0.6 -0.3 -0.04
C -5.079 3.844 1.587 -0.8 -0.6 2.0 -0.06
C -4.623 5.221 -1.168 -0.9 -0.9 -0.2 -0.02
H -1.869 6.746 -1.852 0.3 -0.5 0.1 0.09
H -2.024 5.123 -2.536 0.6 0.2 0.5 0.09
H -0.529 5.565 -1.567 -0.2 0.1 -0.6 0.08
H 0.340 4.987 1.697 -0.4 0.8 -0.3 0.10
H -0.595 6.328 2.333 -0.3 0.0 -0.6 0.09
H 0.002 6.398 0.585 -0.2 -0.3 0.9 0.09
H -3.052 3.774 3.784 -0.4 0.3 0.2 0.06
H -1.449 4.564 3.529 -0.4 -0.9 0.2 0.08
H -1.775 2.770 3.141 -0.1 1.4 0.0 0.10
H -5.661 4.756 1.983 0.8 -1.5 -0.2 0.12
H -5.029 2.977 2.333 -0.1 1.6 -0.5 0.10
H -5.695 3.407 0.824 -0.3 0.0 -0.7 0.05
H -5.628 5.361 -0.764 0.2 -0.1 0.3 0.09
H -4.734 4.483 -1.964 -0.1 -0.1 -0.3 0.09
H -4.347 6.129 -1.654 0.3 0.7 -0.4 0.08
C -0.324 -1.557 2.145 -0.1 -0.7 0.6 -0.34
As -0.738 -2.935 0.756 0.8 -0.2 0.3 1.07
C -1.617 -4.380 1.739 0.1 -1.1 1.6 -0.38
C 1.188 -3.580 0.727 0.7 -0.8 1.0 -0.38
C 1.754 -4.094 -0.617 0.4 0.8 -1.2 -0.64
C 0.765 -4.997 -1.417 0.1 0.4 -0.2 -0.11
C 2.095 -2.818 -1.486 0.5 -1.5 -0.6 -0.41
As 0.640 -1.610 -1.943 0.6 1.9 -1.9 1.08
C 1.426 0.177 -1.336 -1.6 -0.7 -0.2 -0.30
C 1.335 -1.236 -3.837 0.5 -0.9 0.4 -0.31
C 3.062 -4.997 -0.544 -0.4 1.0 -0.2 -0.39
As 4.226 -5.181 1.025 0.7 -0.1 0.4 1.10
C 5.927 -4.492 0.185 -0.7 -1.1 -0.8 -0.34
C 3.930 -3.606 2.202 -0.1 0.7 -1.0 -0.36
H 0.109 -1.936 3.102 -0.1 0.1 -0.9 0.04
H -1.224 -1.032 2.406 -0.7 0.2 0.2 -0.01
H 0.306 -0.798 1.692 0.4 -0.1 -0.1 0.00
H -1.404 -4.382 2.855 -0.1 0.1 -1.3 0.03
H -1.271 -5.394 1.365 -0.5 1.3 0.2 0.03
H -2.718 -4.273 1.649 0.7 -0.2 -0.2 0.01
H 1.538 -4.302 1.556 -1.3 1.0 -1.0 0.08
H 1.679 -2.627 0.993 0.1 -0.5 -0.2 0.03
H -0.155 -4.474 -1.748 0.4 -0.1 0.2 0.05
H 0.471 -5.877 -0.821 0.1 0.3 -0.2 0.08
H 1.310 -5.345 -2.326 -0.6 0.1 0.6 0.09
H 2.572 -3.148 -2.453 -0.6 0.2 0.9 0.08
H 2.828 -2.188 -1.010 0.5 0.0 0.5 0.06
H 2.108 0.554 -2.106 -0.2 0.0 0.5 0.03
H 1.871 -0.017 -0.378 0.4 0.4 0.5 -0.01
H 0.515 0.825 -1.218 1.2 -0.3 -0.1 -0.02
H 2.447 -1.478 -3.959 -1.6 0.1 0.3 0.04
H 1.171 -0.218 -4.189 -0.3 0.0 0.3 0.01
H 0.697 -1.904 -4.416 0.4 0.0 -0.5 0.00
H 3.786 -4.756 -1.356 -0.8 0.0 0.3 0.07
H 2.675 -5.984 -0.737 0.3 -0.6 0.1 0.03
H 6.416 -5.324 -0.410 -0.5 1.0 0.8 0.04
H 6.552 -4.147 0.978 0.7 0.0 0.6 -0.01
H 5.755 -3.641 -0.473 -0.2 0.0 -0.1 0.01
H 3.063 -3.664 2.872 0.5 -0.3 -0.1 0.01
H 3.789 -2.709 1.560 0.3 -0.4 0.5 0.02
H 4.872 -3.526 2.748 -0.2 0.1 0.2 0.01
O -0.591 2.458 -3.710 2.5 3.4 3.1 -0.51
O -1.147 1.671 -4.495 -2.5 -3.3 -2.6 -0.39
```
Forces are in eV/Å.